1.
Molecular formula: C31H31AlAsF2N2P
Method: DFT, ωB97M-V with the def2-TZVPD basis set

Values from the calculation:
Net charge ... +2
HOMO level ... -13.70 eV
Gap between HOMO and LUMO ... 7.3 eV

The geometry in XYZ format:
```
69
C31H31AlAsF2N2P, DFT ωB97M-V with the def2-TZVPD basis set
Al 0.85 -0.17 1.16
N -0.37 -1.68 1.93
C -0.87 -1.24 3.22
C -1.48 -2.05 4.13
C -1.97 -1.51 5.34
C -1.86 -0.18 5.60
C -1.22 0.68 4.68
C -1.05 2.06 4.88
C -0.41 2.81 3.93
C 0.09 2.19 2.79
N -0.04 0.89 2.56
C -0.71 0.13 3.48
H 0.18 -2.53 2.02
H -1.15 -1.90 1.32
H -1.60 -3.11 3.93
H -2.45 -2.17 6.05
H -2.24 0.24 6.52
H -1.43 2.52 5.78
H -0.27 3.88 4.05
H 0.63 2.76 2.04
F 2.19 -1.07 2.73
C 2.42 -1.38 1.32
F 2.27 -2.73 1.22
H 3.46 -1.12 1.16
C -4.22 -3.06 -0.43
C -4.13 -1.77 0.10
C -2.99 -1.01 -0.13
C -1.95 -1.53 -0.90
C -2.04 -2.82 -1.43
C -3.18 -3.57 -1.19
As -0.35 -0.46 -1.12
C 0.71 -1.25 -2.50
C 1.46 -2.41 -2.45
C 2.18 -2.79 -3.57
C 2.16 -2.00 -4.71
C 1.43 -0.83 -4.75
C 0.69 -0.43 -3.64
C -0.12 0.80 -3.53
C -0.28 1.77 -4.52
C -1.07 2.88 -4.28
C -1.71 3.05 -3.05
C -1.56 2.10 -2.05
C -0.77 0.99 -2.30
H -5.11 -3.65 -0.26
H -4.94 -1.37 0.68
H -2.92 -0.01 0.28
H -1.24 -3.22 -2.04
H -3.26 -4.57 -1.61
H 1.48 -3.02 -1.55
H 2.77 -3.71 -3.55
H 2.73 -2.31 -5.58
H 1.43 -0.23 -5.65
H 0.20 1.65 -5.48
H -1.20 3.62 -5.05
H -2.34 3.92 -2.89
H -2.06 2.23 -1.10
C 3.17 0.95 -1.22
P 2.30 1.66 0.21
C 1.69 3.25 -0.45
C 3.63 2.11 1.37
H 4.03 1.57 -1.47
H 2.50 0.92 -2.08
H 3.51 -0.06 -1.02
H 2.52 3.80 -0.89
H 1.25 3.87 0.33
H 0.94 3.06 -1.21
H 4.27 2.88 0.95
H 4.24 1.23 1.59
H 3.21 2.47 2.31
```

2.
Molecular formula: C18H31F6N3OPS
Method: DFT, ωB97M-V with the def2-TZVPD basis set

Values from the calculation:
Net charge ... -1
HOMO level ... -4.25 eV
Gap between HOMO and LUMO ... 6.4 eV

The geometry in XYZ format:
```
61
C18H31F6N3OPS, DFT ωB97M-V with the def2-TZVPD basis set
C -3.66 1.01 -2.23
C -2.88 0.12 -1.13
S -1.04 0.15 -1.47
C -0.30 0.34 0.29
P 1.53 0.97 0.19
C 3.28 1.63 -0.36
C 3.43 1.76 -1.99
C 0.84 2.54 -0.67
N -0.44 3.15 -0.43
C 1.61 1.76 1.92
C 0.41 2.56 2.57
C 0.91 2.98 4.07
F -0.01 2.43 5.08
C 2.26 -0.64 0.95
F 2.61 -1.50 -0.18
F 3.55 -0.49 1.65
C 1.52 -1.54 1.99
C 0.48 -1.22 3.07
C -0.15 -2.23 4.07
C 0.31 -3.70 4.04
C 1.38 -4.07 2.98
C 1.89 -5.60 3.01
F 1.18 -6.35 4.00
F 1.89 -6.22 1.74
F 3.24 -5.54 3.49
C 1.97 -3.06 1.98
H -2.96 1.89 -2.48
H -4.68 1.38 -1.87
H -3.74 0.36 -3.19
H -3.26 -0.96 -1.13
H -3.09 0.53 -0.08
H -0.44 -0.75 0.56
H -1.01 0.94 0.92
H 1.52 0.32 -1.09
H 4.15 0.92 -0.17
H 3.57 2.64 0.05
H 3.03 2.77 -2.36
H 4.56 1.78 -2.25
H 3.00 0.86 -2.54
H 1.64 3.39 -0.62
H 0.81 2.30 -1.81
H -1.05 3.02 0.36
H -0.43 4.16 -0.64
H 2.48 2.53 1.90
H 1.96 1.06 2.77
H -0.55 1.97 2.79
H 0.15 3.58 2.10
H 0.98 4.11 4.21
H 1.94 2.56 4.32
H 0.12 -0.14 3.14
H -0.94 -1.84 4.80
H -0.13 -4.42 4.80
H 2.77 -3.46 1.27
C -4.24 -1.29 -6.12
O -3.54 -1.18 -5.13
N -4.68 -2.49 -6.58
N -4.62 -0.22 -6.87
H -5.25 -2.60 -7.40
H -4.42 -3.31 -6.05
H -4.30 0.68 -6.57
H -5.18 -0.29 -7.70
```

3.
Molecular formula: C17H24F2N4O5S
Method: DFT, ωB97M-V with the def2-TZVPD basis set

Values from the calculation:
HOMO level ... -8.60 eV
Gap between HOMO and LUMO ... 9.1 eV
SMILES ... CN(C)CCCNC(=O)C(=O)NC[C@@H]1OCCN1S(=O)(=O)c1cc(F)ccc1F

The geometry in XYZ format:
```
53
C17H24F2N4O5S, DFT ωB97M-V with the def2-TZVPD basis set
C -0.91 -3.63 5.47
N -0.89 -2.67 4.38
C -2.12 -2.70 3.61
C -0.53 -1.33 4.84
C 0.98 -1.13 4.72
C 1.39 -1.16 3.25
N 1.04 0.07 2.57
C 0.03 0.23 1.72
O -0.74 -0.63 1.31
C -0.08 1.68 1.23
O 0.68 2.55 1.62
N -1.10 1.83 0.38
C -1.30 3.02 -0.41
C -0.46 2.95 -1.71
O -0.85 3.97 -2.60
C -1.39 3.38 -3.78
C -1.66 1.92 -3.40
N -0.67 1.68 -2.37
S 0.71 0.82 -2.82
O 0.57 0.37 -4.17
O 1.89 1.55 -2.45
C 0.62 -0.60 -1.74
C 1.71 -0.95 -0.97
C 1.64 -2.08 -0.18
F 2.70 -2.41 0.58
C 0.51 -2.88 -0.14
C -0.59 -2.53 -0.91
C -0.52 -1.39 -1.70
F -1.59 -1.04 -2.44
H 0.04 -3.60 5.99
H -1.05 -4.63 5.06
H -1.72 -3.43 6.19
H -3.00 -2.38 4.18
H -2.00 -2.05 2.74
H -2.28 -3.72 3.26
H -1.03 -0.59 4.21
H -0.86 -1.16 5.88
H 1.50 -1.93 5.24
H 1.27 -0.18 5.17
H 2.47 -1.31 3.15
H 0.86 -1.97 2.75
H 1.54 0.92 2.81
H -1.56 0.98 0.10
H -2.36 3.11 -0.67
H -0.99 3.89 0.16
H 0.60 3.05 -1.45
H -0.65 3.44 -4.58
H -2.29 3.93 -4.06
H -1.50 1.22 -4.22
H -2.65 1.78 -2.98
H 2.59 -0.32 -0.99
H 0.49 -3.75 0.50
H -1.49 -3.11 -0.89
```

4.
Molecular formula: C33H92ClN8O13
Method: DFT, ωB97M-V with the def2-TZVPD basis set

Values from the calculation:
Net charge ... -1
HOMO level ... -5.35 eV
Gap between HOMO and LUMO ... 7.2 eV

The geometry in XYZ format:
```
147
C33H92ClN8O13, DFT ωB97M-V with the def2-TZVPD basis set
Cl -8.64 27.23 -2.52
O -7.51 27.41 -1.73
O -8.52 28.07 -3.62
O -8.59 25.97 -3.14
O -9.79 27.62 -1.76
C -7.26 22.64 2.12
O -7.51 21.85 0.96
H -8.09 23.16 2.61
H -6.66 22.08 2.84
H -6.59 23.42 1.77
H -7.44 22.51 0.27
C -14.67 28.36 6.11
C -14.34 28.44 4.59
C -14.18 29.90 4.16
O -13.13 30.60 4.84
C -13.08 31.98 4.50
N -13.08 27.80 4.32
H -15.64 28.78 6.36
H -13.91 28.87 6.71
H -14.69 27.33 6.49
H -15.16 28.01 4.01
H -15.04 30.56 4.23
H -13.71 29.85 3.18
H -12.35 32.45 5.16
H -13.95 32.62 4.59
H -12.73 32.09 3.48
H -12.50 28.45 4.83
H -12.79 28.01 3.37
C -13.66 26.61 -8.54
C -13.33 27.42 -9.79
C -14.06 28.80 -9.91
O -13.87 29.31 -11.20
C -14.64 30.47 -11.55
N -11.85 27.62 -9.75
H -14.74 26.49 -8.58
H -13.48 27.20 -7.64
H -13.19 25.63 -8.41
H -13.52 26.93 -10.75
H -13.69 29.44 -9.10
H -15.14 28.75 -9.75
H -14.30 31.32 -10.96
H -15.71 30.40 -11.32
H -14.49 30.59 -12.63
H -11.58 28.23 -8.99
H -11.75 28.26 -10.53
C -2.10 22.50 -3.38
C -2.91 22.83 -4.65
C -2.49 24.11 -5.21
O -3.34 24.38 -6.40
C -3.42 25.77 -6.70
N -2.72 21.78 -5.60
H -2.35 23.18 -2.56
H -1.04 22.34 -3.56
H -2.35 21.55 -2.91
H -3.93 22.79 -4.27
H -1.46 24.10 -5.57
H -2.72 24.87 -4.46
H -2.46 26.07 -7.10
H -3.52 26.35 -5.79
H -4.16 26.12 -7.42
H -2.86 20.95 -5.03
H -1.72 21.70 -5.76
C -8.98 33.95 -9.26
C -7.94 33.93 -10.36
C -6.44 34.18 -9.86
O -6.23 35.38 -9.11
C -6.49 36.64 -9.77
N -8.03 32.69 -11.13
H -9.98 33.63 -9.54
H -9.16 34.84 -8.67
H -8.64 33.25 -8.49
H -8.11 34.77 -11.04
H -5.74 34.19 -10.69
H -6.17 33.32 -9.25
H -7.56 36.67 -10.00
H -5.96 36.77 -10.71
H -6.20 37.50 -9.17
H -8.95 32.60 -11.53
H -7.46 32.80 -11.95
C -9.62 18.80 -5.41
C -8.33 18.69 -6.17
C -8.33 17.50 -7.12
O -7.03 17.18 -7.54
C -6.99 16.00 -8.30
N -8.11 19.84 -7.02
H -10.46 19.05 -6.05
H -9.61 19.65 -4.73
H -9.97 17.96 -4.81
H -7.52 18.67 -5.45
H -8.90 17.63 -8.05
H -8.90 16.72 -6.62
H -5.93 15.96 -8.57
H -7.50 16.04 -9.27
H -7.41 15.15 -7.76
H -8.23 20.59 -6.36
H -9.02 19.78 -7.47
C 0.17 32.72 -0.19
C -0.47 31.35 -0.31
C 0.17 30.45 0.73
O 1.54 30.20 0.50
C 1.83 29.49 -0.67
N -1.95 31.51 -0.05
H -0.16 33.31 0.66
H -0.12 33.37 -1.02
H 1.25 32.69 -0.05
H -0.43 30.94 -1.32
H -0.33 29.48 0.80
H -0.01 30.85 1.73
H 1.21 28.60 -0.80
H 2.84 29.10 -0.74
H 1.56 30.00 -1.60
H -2.36 30.66 -0.40
H -2.28 32.19 -0.73
C -7.61 35.61 -1.49
C -6.90 36.28 -2.67
C -6.22 37.61 -2.27
O -7.12 38.63 -1.87
C -6.52 39.88 -1.76
N -5.94 35.41 -3.37
H -8.32 36.36 -1.14
H -6.90 35.50 -0.67
H -8.06 34.67 -1.82
H -7.72 36.48 -3.36
H -5.70 37.98 -3.15
H -5.47 37.42 -1.51
H -5.53 39.88 -1.32
H -7.15 40.55 -1.18
H -6.53 40.35 -2.74
H -6.31 34.48 -3.51
H -5.82 35.84 -4.28
C -18.03 28.35 -4.00
C -18.41 27.81 -2.55
C -17.30 26.90 -2.01
O -17.22 25.53 -2.53
C -15.97 24.87 -2.20
N -18.61 29.06 -1.85
H -17.14 28.98 -4.06
H -18.84 28.84 -4.55
H -17.72 27.47 -4.55
H -19.37 27.31 -2.49
H -17.51 26.77 -0.95
H -16.34 27.42 -2.08
H -15.77 24.58 -1.17
H -15.12 25.39 -2.65
H -15.91 23.98 -2.82
H -19.47 29.54 -2.07
H -17.93 29.68 -2.26
```

5.
Molecular formula: C30H24N5O2Re
Method: DFT, ωB97M-V with the def2-TZVPD basis set

Values from the calculation:
Net charge ... +3
HOMO level (spin up / spin down) ... -16.48 / -17.04 eV
Gap between HOMO and LUMO (spin up / spin down) ... 6.0 / 5.4 eV
2S+1 ... 4

The geometry in XYZ format:
```
62
C30H24N5O2Re, DFT ωB97M-V with the def2-TZVPD basis set
Re 1.06 -0.02 -0.45
C 5.25 -0.03 -1.20
C 3.87 -0.04 -1.27
N 3.07 -0.04 -0.18
C 3.66 -0.02 1.05
C 5.05 -0.01 1.21
C 5.85 -0.02 0.04
C 5.59 -0.01 2.52
C 4.77 0.00 3.62
C 3.38 0.00 3.47
C 2.80 -0.01 2.20
N 1.48 -0.02 1.89
C 0.35 -0.01 2.60
C 0.05 0.01 3.97
C -1.28 0.01 4.37
C -2.37 0.00 3.47
C -2.16 -0.01 2.10
C -3.24 0.02 1.11
C -3.29 0.04 -0.24
C -2.26 0.02 -1.40
N -0.46 -0.05 0.47
C -0.81 -0.03 1.70
H 5.84 -0.03 -2.10
H 3.38 -0.06 -2.24
H 6.93 -0.01 0.14
H 6.67 -0.01 2.63
H 5.20 0.00 4.61
H 2.77 0.00 4.36
H 0.82 0.05 4.72
H -1.49 0.02 5.43
H -3.37 0.00 3.87
H -4.22 0.05 1.58
H -4.30 0.08 -0.62
H -2.88 0.01 -2.31
O -3.84 4.65 -1.59
C -2.54 4.96 -2.01
C -1.70 3.73 -1.92
C -0.31 3.78 -2.08
C 0.40 2.62 -1.94
N -0.17 1.43 -1.67
C -1.52 1.35 -1.56
C -2.29 2.49 -1.68
C -1.53 -1.32 -1.54
C -2.30 -2.47 -1.52
C -1.73 -3.72 -1.76
C -2.55 -4.97 -1.68
O -3.83 -4.64 -1.21
C -0.38 -3.77 -2.10
C 0.34 -2.60 -2.08
N -0.21 -1.40 -1.78
H -4.42 5.41 -1.70
H -2.08 5.75 -1.40
H -2.52 5.32 -3.05
H 0.20 4.70 -2.31
H 1.48 2.63 -2.05
H -3.36 2.45 -1.59
H -3.36 -2.42 -1.31
H -2.03 -5.68 -1.01
H -2.56 -5.44 -2.67
H -4.38 -5.43 -1.19
H 0.10 -4.70 -2.36
H 1.39 -2.60 -2.34
```

6.
Molecular formula: C3H10N2O2
Method: DFT, ωB97M-V with the def2-TZVPD basis set

Values from the calculation:
HOMO level ... -9.39 eV
Gap between HOMO and LUMO ... 10.1 eV
SMILES ... NCCC(N)=O.O

The geometry in XYZ format:
```
17
C3H10N2O2, DFT ωB97M-V with the def2-TZVPD basis set
N -0.51 -0.73 2.82
C -0.07 -1.15 1.49
C -0.40 -0.09 0.45
C 0.01 -0.58 -0.94
N -0.63 -0.03 -2.02
O 0.71 -1.56 -1.08
H -0.03 0.13 3.07
H -0.25 -1.42 3.52
H -0.67 -2.02 1.18
H 0.97 -1.45 1.41
H -1.46 0.15 0.45
H 0.17 0.82 0.67
H -0.80 -0.66 -2.79
H -1.25 0.75 -1.85
O 1.13 2.84 -1.93
H 1.71 3.11 -2.66
H 1.35 1.91 -1.80
```

7.
Molecular formula: C18H51NO7
Method: DFT, ωB97M-V with the def2-TZVPD basis set

Values from the calculation:
HOMO level ... -9.41 eV
Gap between HOMO and LUMO ... 10.1 eV
SMILES ... COC[C@H](C)N.CC(C)O.CC(C)O.CC(C)O.CC(C)O.CO.CO

The geometry in XYZ format:
```
77
C18H51NO7, DFT ωB97M-V with the def2-TZVPD basis set
C 2.23 -18.90 -11.29
O 2.57 -17.59 -10.91
C 3.36 -17.46 -9.78
C 3.39 -16.00 -9.36
C 4.48 -15.77 -8.27
N 2.06 -15.49 -8.95
H 1.72 -19.52 -10.54
H 3.17 -19.39 -11.60
H 1.64 -18.80 -12.20
H 2.96 -18.06 -8.95
H 4.38 -17.82 -9.97
H 3.64 -15.39 -10.24
H 5.42 -16.15 -8.68
H 4.35 -16.39 -7.35
H 4.62 -14.75 -7.93
H 1.77 -15.92 -8.08
H 1.34 -15.68 -9.63
C 5.33 -15.78 -13.74
C 6.30 -16.58 -12.85
C 6.42 -18.04 -13.27
O 7.57 -15.94 -12.99
H 4.33 -16.23 -13.61
H 5.60 -15.80 -14.78
H 5.26 -14.75 -13.37
H 5.86 -16.54 -11.85
H 5.38 -18.36 -13.42
H 6.94 -18.59 -12.48
H 6.97 -18.01 -14.20
H 8.13 -16.20 -12.23
C 10.80 -14.51 -12.99
C 10.28 -13.12 -12.64
C 10.44 -12.93 -11.14
O 10.97 -12.03 -13.30
H 10.14 -15.16 -12.37
H 11.80 -14.65 -12.57
H 10.70 -14.72 -14.06
H 9.26 -12.92 -13.01
H 9.98 -13.78 -10.60
H 10.03 -11.98 -10.83
H 11.51 -13.03 -10.86
H 11.89 -12.18 -13.05
C 6.19 -9.97 -9.71
C 4.86 -10.24 -9.02
C 3.67 -9.70 -9.79
O 4.88 -11.65 -8.79
H 6.12 -10.66 -10.56
H 7.08 -10.26 -9.14
H 6.25 -8.97 -10.14
H 4.77 -9.76 -8.03
H 3.77 -8.67 -10.15
H 2.84 -9.75 -9.09
H 3.57 -10.40 -10.64
H 3.96 -11.90 -8.68
C 9.59 -11.92 -7.72
C 8.96 -12.74 -6.62
C 7.67 -12.16 -6.06
O 8.78 -14.09 -7.08
H 9.07 -12.14 -8.66
H 10.63 -12.22 -7.83
H 9.52 -10.83 -7.52
H 9.67 -12.80 -5.79
H 6.83 -12.17 -6.77
H 7.85 -11.08 -5.82
H 7.31 -12.71 -5.21
H 8.02 -14.08 -7.71
C 7.85 -17.62 -9.77
O 8.74 -17.12 -10.77
H 8.22 -17.42 -8.73
H 6.88 -17.11 -9.83
H 7.73 -18.71 -9.95
H 9.61 -17.30 -10.44
C 6.62 -13.77 -10.55
O 6.82 -13.55 -9.15
H 7.24 -14.60 -10.82
H 5.58 -14.05 -10.76
H 6.93 -12.91 -11.17
H 6.18 -12.90 -8.85
```

In hartree, the E values for the records above are, in order, -4328.3243; -2282.4534; -1855.3492; -3188.3018; -1659.0998; -380.3093; -1297.7632.